(1)
The following is a quantum chemistry calculation of an isolated molecule of C5H7N at a distorted geometry, from OMol25.

Summary:
* lowest unoccupied orbital energy (spin up / spin down): 0.24 / -0.75 eV
* strongest force on any atom: 3.16 eV/A
* gap between HOMO and LUMO (spin up / spin down): 0.274 / 0.334 Eh
* ΔE to the lowest compared entry with this formula, charge and spin: 78.09 kcal per mole
* 2S+1: 3

Atoms and positions in Å:
C -2.95 -0.93 -0.43
C -1.77 -0.79 -1.16
C -0.41 -0.12 -0.69
C -0.30 0.04 0.92
C 0.88 0.85 1.53
N -1.31 -0.34 1.54
H -1.55 -1.97 -1.02
H -1.92 -0.70 -2.31
H 0.33 -0.98 -1.09
H -0.10 0.87 -1.30
H 1.61 1.48 0.92
H 1.44 0.05 1.99
H 0.41 1.51 2.28

Which charges does natural (NBO) predict for the atoms? In e, they are: C 0.16; C -0.73; C -0.46; C 0.14; C -0.67; N -0.19; H 0.31; H 0.25; H 0.23; H 0.24; H 0.23; H 0.23; H 0.24

---

(2)
The following is a quantum chemistry calculation of a 16-piece molecular cluster, C49H64B3F5N2O50 overall at a distorted geometry, from OMol25.

Summary:
* lowest unoccupied orbital energy: -2.31 eV
* strongest force on any atom: 9.99 eV/A
* gap between HOMO and LUMO: 0.249 Eh

Atoms and positions in Å:
N 3.06 -3.24 -1.52
C 2.47 -1.85 -1.60
B 0.86 -1.77 -1.27
O -0.21 -2.51 -1.97
B -1.56 -2.04 -1.55
N -2.68 -3.09 -1.45
C -3.41 -2.76 -0.15
O -4.74 -2.56 -0.05
F -2.55 -2.63 1.07
C -3.60 -3.00 -2.65
O -4.02 -1.80 -3.07
F -3.99 -4.26 -3.39
O -1.92 -0.66 -1.19
B -0.61 0.01 -0.95
C -0.19 1.52 -1.46
F -0.47 1.54 -2.95
F -0.88 2.63 -0.74
F 1.31 1.59 -1.35
O 0.40 -0.82 -0.20
H 2.62 -3.75 -0.72
H 2.84 -3.75 -2.43
H 2.63 -1.46 -2.71
H 3.12 -1.13 -0.91
C 6.99 0.70 -0.53
C 7.65 -0.25 0.43
O 6.58 -0.68 1.25
C 5.43 -0.51 0.52
O 4.34 -0.93 0.86
O 5.67 0.20 -0.62
H 7.48 0.70 -1.51
H 6.96 1.72 -0.15
H 8.08 -1.12 -0.08
H 8.43 0.24 1.02
C -3.42 -5.44 2.02
C -2.66 -6.27 1.04
O -1.79 -7.03 1.85
C -2.36 -7.08 3.09
O -1.96 -7.80 4.00
O -3.43 -6.24 3.19
H -4.44 -5.22 1.69
H -2.91 -4.49 2.24
H -3.31 -6.96 0.48
H -2.10 -5.66 0.32
C 7.38 4.62 -3.44
C 8.14 3.79 -4.42
O 9.01 3.03 -3.60
C 8.44 2.98 -2.36
O 8.84 2.26 -1.46
O 7.37 3.82 -2.27
H 6.36 4.84 -3.77
H 7.89 5.57 -3.21
H 7.49 3.10 -4.98
H 8.70 4.40 -5.13
C -2.26 4.78 1.43
C -2.90 5.81 0.56
O -3.25 6.84 1.47
C -2.43 6.71 2.55
O -2.34 7.52 3.45
O -1.72 5.54 2.49
H -1.48 4.22 0.91
H -2.99 4.07 1.84
H -2.21 6.22 -0.18
H -3.79 5.43 0.04
C -4.96 10.46 0.30
C -4.71 9.03 -0.07
O -4.55 9.08 -1.47
C -4.16 10.35 -1.79
O -3.77 10.69 -2.89
O -4.27 11.18 -0.71
H -4.58 10.71 1.29
H -6.03 10.72 0.25
H -3.79 8.64 0.38
H -5.55 8.38 0.21
C -1.52 -5.43 -6.63
C -1.92 -4.54 -5.50
O -0.68 -4.17 -4.93
C 0.27 -4.31 -5.90
O 1.42 -3.91 -5.81
O -0.24 -4.94 -7.00
H -2.21 -5.37 -7.47
H -1.42 -6.48 -6.32
H -2.43 -3.64 -5.84
H -2.54 -5.06 -4.77
C -5.46 12.93 -3.67
C -5.16 13.14 -5.12
O -6.06 14.17 -5.49
C -6.38 14.85 -4.35
O -6.99 15.90 -4.33
O -5.91 14.20 -3.25
H -4.58 12.62 -3.11
H -6.26 12.20 -3.51
H -4.14 13.49 -5.29
H -5.33 12.24 -5.72
C 3.81 -4.45 4.29
C 4.14 -3.32 3.37
O 4.40 -3.97 2.14
C 3.74 -5.17 2.18
O 3.61 -5.91 1.22
O 3.25 -5.42 3.42
H 3.09 -4.15 5.06
H 4.69 -4.87 4.78
H 3.31 -2.63 3.23
H 5.02 -2.76 3.70
C -8.58 5.91 -1.65
C -8.04 4.85 -0.74
O -7.17 5.56 0.11
C -7.58 6.86 0.12
O -7.16 7.71 0.88
O -8.53 7.07 -0.84
H -9.60 5.70 -1.97
H -7.95 6.07 -2.53
H -8.82 4.38 -0.14
H -7.50 4.07 -1.29
C -7.18 -1.59 -5.59
C -7.02 -2.04 -4.18
O -8.17 -1.52 -3.53
C -9.12 -1.34 -4.50
O -10.28 -1.07 -4.27
O -8.59 -1.51 -5.74
H -6.75 -2.29 -6.31
H -6.75 -0.59 -5.76
H -7.02 -3.13 -4.08
H -6.11 -1.65 -3.72
C 13.25 0.65 1.45
C 12.41 1.85 1.73
O 11.18 1.55 1.10
C 11.11 0.19 1.00
O 10.11 -0.43 0.66
O 12.30 -0.39 1.34
H 13.96 0.44 2.25
H 13.79 0.73 0.50
H 12.22 1.99 2.80
H 12.84 2.77 1.32
C 3.41 2.51 1.81
C 2.53 2.39 3.01
O 3.28 3.02 4.03
C 4.14 3.88 3.41
O 4.82 4.71 3.98
O 4.14 3.69 2.05
H 2.83 2.59 0.88
H 4.11 1.67 1.71
H 1.58 2.92 2.89
H 2.32 1.35 3.27
C -1.87 -5.12 5.71
C -2.27 -4.23 6.84
O -1.03 -3.86 7.42
C -0.09 -3.99 6.44
O 1.06 -3.60 6.54
O -0.60 -4.63 5.35
H -2.57 -5.06 4.87
H -1.78 -6.17 6.02
H -2.79 -3.33 6.50
H -2.90 -4.74 7.58
C 5.83 -7.97 3.05
C 6.37 -9.04 3.96
O 7.24 -8.33 4.81
C 6.83 -7.03 4.82
O 7.25 -6.17 5.58
O 5.88 -6.81 3.86
H 4.81 -8.18 2.73
H 6.46 -7.82 2.17
H 5.58 -9.51 4.56
H 6.91 -9.81 3.41
C -5.71 -9.09 2.71
C -5.46 -10.52 2.35
O -5.30 -10.47 0.94
C -4.91 -9.20 0.63
O -4.52 -8.85 -0.47
O -5.02 -8.37 1.71
H -5.33 -8.84 3.70
H -6.77 -8.82 2.66
H -4.54 -10.91 2.80
H -6.29 -11.17 2.62

Löwdin atomic charge list, values in e, 99 entries: N -0.01; C -0.16; B -0.30; O 0.21; B -0.40; N 0.19; C -0.16; O 0.06; F 0.03; C -0.11; O 0.08; F 0.01; O 0.22; B -0.20; C -0.08; F 0.02; F 0.02; F 0.02; O 0.17; H 0.07; H 0.09; H 0.14; H 0.11; C -0.14; C -0.14; O 0.08; C -0.51; O 0.10; O 0.06; H 0.13; H 0.13; H 0.14; H 0.12; C -0.14; C -0.13; O 0.09; C -0.52; O 0.13; O 0.02; H 0.14; H 0.12; H 0.11; H 0.13; C -0.14; C -0.14; O 0.07; C -0.50; O 0.11; O 0.07; H 0.14; H 0.14; H 0.14; H 0.14; C -0.14; C -0.13; O 0.03; C -0.51; O 0.14; O 0.07; H 0.12; H 0.14; H 0.14; H 0.14; C -0.12; C -0.14; O 0.07; C -0.51; O 0.11; O 0.07; H 0.14; H 0.14; H 0.12; H 0.09; C -0.13; C -0.15; O 0.06; C -0.51; O 0.14; O 0.07; H 0.14; H 0.14; H 0.14; H 0.12; C -0.15; C -0.14; O 0.06; C -0.52; O 0.13; O 0.07; H 0.11; H 0.14; H 0.14; H 0.14; C -0.13; C -0.13; O 0.06; C -0.53; O 0.11; O 0.06

---

(3)
The following is a quantum chemistry calculation of C27H23ClF6OPRu as an isolated structure at a distorted geometry, from OMol25.

Summary:
* lowest unoccupied orbital energy (spin up / spin down): -4.45 / -4.96 eV
* strongest force on any atom: 2.38 eV/A
* gap between HOMO and LUMO (spin up / spin down): 0.232 / 0.228 Eh
* 2S+1: 5
* total charge: +1

Atoms and positions in Å:
C -0.65 -2.10 3.15
C -0.53 -2.44 1.76
C 0.84 -2.58 1.44
H -1.36 -2.67 1.08
C 1.62 -2.32 2.62
C 0.69 -2.08 3.72
H 0.98 -2.00 4.78
H -1.59 -2.14 3.71
H 1.25 -2.93 0.48
H 2.70 -2.41 2.69
Ru 0.73 -0.05 3.27
Cl 2.47 0.19 1.96
P 0.38 -0.23 -1.72
C 1.65 -1.37 -2.01
C 1.37 -2.20 -3.13
H 0.37 -2.17 -3.55
C 2.39 -2.98 -3.64
H 2.19 -3.57 -4.53
C 3.65 -2.98 -3.01
H 4.44 -3.59 -3.45
C 3.90 -2.22 -1.86
H 4.89 -2.26 -1.38
C 2.88 -1.43 -1.32
H 3.02 -0.87 -0.39
C -1.28 -0.72 -1.86
C -1.67 -2.08 -1.69
H -0.96 -2.81 -1.28
C -2.96 -2.46 -2.05
H -3.25 -3.52 -1.99
C -3.87 -1.49 -2.48
H -4.87 -1.79 -2.79
C -3.53 -0.13 -2.51
H -4.26 0.63 -2.81
C -2.25 0.27 -2.16
H -1.96 1.32 -2.11
C 0.78 1.45 -1.88
C 1.40 1.71 -3.12
H 1.69 0.85 -3.73
C 1.59 3.03 -3.50
H 2.02 3.22 -4.48
C 1.21 4.06 -2.63
H 1.36 5.09 -2.96
C 0.67 3.80 -1.36
H 0.41 4.63 -0.70
C 0.47 2.47 -0.96
H 0.07 2.22 0.03
C 0.05 2.50 3.73
C -1.21 1.84 3.16
O -0.85 0.88 2.27
C -2.01 1.14 4.34
F -2.52 1.97 5.28
F -3.02 0.36 3.87
F -1.17 0.28 5.04
C -2.16 2.93 2.45
F -2.47 4.00 3.25
F -1.48 3.44 1.37
F -3.30 2.40 1.99
H 0.72 1.70 4.11
H -0.20 3.14 4.56
H 0.53 3.08 2.93

Which charges does natural (NBO) predict for the atoms? In e, they are: C -0.29; C -0.16; C -0.30; H 0.23; C -0.12; C -0.42; H 0.28; H 0.26; H 0.23; H 0.25; Ru 1.01; Cl -0.37; P 1.40; C -0.46; C -0.17; H 0.23; C -0.21; H 0.24; C -0.15; H 0.24; C -0.19; H 0.24; C -0.17; H 0.25; C -0.44; C -0.21; H 0.23; C -0.14; H 0.23; C -0.18; H 0.23; C -0.20; H 0.24; C -0.15; H 0.24; C -0.39; C -0.18; H 0.23; C -0.21; H 0.24; C -0.15; H 0.23; C -0.20; H 0.24; C -0.18; H 0.26; C -0.61; C 0.10; O -0.76; C 0.95; F -0.31; F -0.31; F -0.35; C 0.96; F -0.32; F -0.34; F -0.30; H 0.18; H 0.26; H 0.26

---

(4)
The following is a quantum chemistry calculation of a 2-piece molecular cluster, C3H10O3 overall at a distorted geometry, from OMol25.

Summary:
* lowest unoccupied orbital energy: 0.76 eV
* strongest force on any atom: 1.32 eV/A
* gap between HOMO and LUMO: 0.404 Eh
* ΔE to the lowest compared entry with this formula, charge and spin: 16.70 kcal per mole

Atoms and positions in Å:
C 0.99 0.72 -0.33
O 0.68 0.95 1.03
C -0.07 -0.15 -1.01
C 0.24 -0.27 -2.48
O -0.77 -1.00 -3.20
H 1.92 0.19 -0.35
H 1.04 1.65 -0.86
H -0.23 0.71 1.24
H -1.01 0.36 -0.81
H 0.03 -1.12 -0.53
H 1.20 -0.73 -2.69
H 0.32 0.72 -2.94
H -1.60 -0.61 -2.91
H -0.80 -0.06 5.92
H -1.21 -1.11 4.94
O -0.75 -0.26 4.98

Which charges does natural (NBO) predict for the atoms? In e, they are: C -0.04; O -0.72; C -0.46; C -0.06; O -0.71; H 0.17; H 0.16; H 0.47; H 0.19; H 0.21; H 0.18; H 0.15; H 0.46; H 0.47; H 0.46; O -0.93

---

(5)
The following is a quantum chemistry calculation of an isolated ion of composition C5H7N2 and charge +1 at a distorted geometry, from OMol25.

Summary:
* lowest unoccupied orbital energy: -6.28 eV
* strongest force on any atom: 6.26 eV/A
* gap between HOMO and LUMO: 0.307 Eh
* ΔE to the lowest compared entry with this formula, charge and spin: 88.47 kcal per mole
* total charge: +1

Atoms and positions in Å:
C -0.03 0.66 -0.76
C 0.15 -0.89 0.95
C 0.85 -0.02 -0.03
C -1.55 0.06 0.07
C 2.33 -0.16 -0.05
N -1.13 -0.74 1.07
N -2.72 0.43 -0.32
H -0.21 1.58 -1.14
H 0.74 -1.50 1.64
H 2.58 -0.76 -1.06
H 2.71 -0.67 0.83
H 2.74 0.83 -0.07
H -2.92 1.17 -1.04
H -3.54 0.01 -0.08

Which charges does natural (NBO) predict for the atoms? In e, they are: C -0.13; C 0.29; C -0.07; C 0.58; C -0.65; N -0.49; N -0.64; H 0.23; H 0.24; H 0.27; H 0.24; H 0.26; H 0.45; H 0.43

---

(6)
The following is a quantum chemistry calculation of C4H11ClFInTl as an isolated structure at a distorted geometry, from OMol25.

Summary:
* lowest unoccupied orbital energy (spin up / spin down): 2.38 / 1.70 eV
* strongest force on any atom: 1.61 eV/A
* gap between HOMO and LUMO (spin up / spin down): 0.287 / 0.166 Eh
* total charge: -1

Atoms and positions in Å:
Tl -0.14 -2.80 2.11
Cl -0.68 -3.45 -0.20
C 1.98 -2.06 2.25
H 2.24 -2.04 3.33
H 2.22 -1.07 1.83
H 2.56 -2.85 1.77
In -0.51 1.49 -0.96
C -2.53 1.00 -1.56
C 1.01 1.25 -2.46
C -0.03 2.08 1.03
H 1.88 1.87 -2.21
H 1.22 0.17 -2.49
H 0.65 1.64 -3.43
H -3.24 1.49 -0.91
H -2.73 1.38 -2.55
H -2.57 -0.08 -1.53
H 0.98 1.73 1.33
H -0.74 1.70 1.78
F -1.57 -1.44 2.88

Which charges does Löwdin predict for the atoms? In e, they are: Tl 0.49; Cl -0.32; C -0.33; H -0.04; H -0.04; H -0.05; In 0.91; C -0.24; C -0.27; C -0.15; H -0.03; H -0.02; H -0.03; H -0.03; H -0.03; H -0.02; H -0.06; H -0.05; F -0.69